Formula: C42H105Li2N5O14
Source: OMol25
Level of theory: ωB97M-V with the def2-TZVPD basis set

The calculation puts the total energy at -3005.24127 Ha.

Geometry as XYZ:
```
168
C42H105Li2N5O14 ωB97M-V with the def2-TZVPD basis set
Li 1.51077 2.01340 3.42801
Li 0.80911 0.30681 1.42657
C -0.37338 3.69946 0.95257
C 1.12984 3.37260 0.63563
C 1.94238 4.66511 0.87893
O 1.56990 2.26898 1.36930
H -0.92759 2.76369 0.87990
H -0.83630 4.40888 0.26661
H -0.54275 3.99654 1.98753
H 1.23153 3.16130 -0.42885
H 1.59174 5.45628 0.21620
H 3.01075 4.50917 0.72934
H 1.74590 5.05449 1.87787
C -0.75693 -1.27866 5.05944
C 0.60450 -0.54292 4.76534
C 1.75601 -1.52187 4.80916
O 0.58525 0.14550 3.56305
H -1.03081 -2.06203 4.35272
H -1.55579 -0.53927 5.00269
H -0.74330 -1.71721 6.05723
H 0.61514 0.17684 5.58384
H 1.61962 -2.37998 4.15104
H 1.83904 -2.00069 5.78484
H 2.69878 -1.04450 4.54195
C -2.94258 4.09120 6.30204
O -1.53845 4.17998 6.02375
C -0.88933 2.89089 6.00423
C 0.64909 3.09563 5.96035
N 1.08049 3.58205 4.63637
C 2.52982 3.74249 4.64111
C 3.43858 2.51209 4.88843
O 3.48100 1.59876 3.80706
C 4.70092 0.84735 3.60168
H -3.37554 5.06455 6.07129
H -3.02973 3.82068 7.35433
H -3.43947 3.30526 5.73328
H -1.20113 2.21042 5.21187
H -1.02664 2.43843 6.98633
H 1.14416 2.17677 6.27452
H 0.94637 3.73838 6.78896
H 0.63117 4.47570 4.49637
H 2.79783 4.49968 5.37794
H 2.78776 4.13680 3.65821
H 3.21327 1.85272 5.72662
H 4.47205 2.77906 5.10924
H 5.03982 0.32737 4.49771
H 5.45064 1.58410 3.31319
H 4.63473 0.17905 2.74314
C 3.53916 -0.57111 -3.85223
O 2.65905 0.12682 -4.75326
C 2.24436 1.38190 -4.35414
C 1.15967 1.89834 -5.30957
N 0.09135 0.93441 -5.54723
C -0.90300 0.93291 -4.45029
C -1.81882 -0.34941 -4.31457
O -1.15507 -1.39944 -3.63322
C -0.38257 -2.21631 -4.49580
H 3.71981 -1.57066 -4.24766
H 3.07400 -0.76748 -2.88622
H 4.49575 -0.08090 -3.67133
H 3.04646 2.11369 -4.25811
H 1.82226 1.28768 -3.35360
H 1.61472 2.09384 -6.28056
H 0.80420 2.89202 -5.03690
H 0.42472 -0.00568 -5.38847
H -1.52307 1.81924 -4.58463
H -0.49000 1.04337 -3.44763
H -2.13546 -0.64633 -5.31441
H -2.72435 0.00958 -3.82544
H -1.08099 -2.82270 -5.07251
H 0.18431 -2.96574 -3.94344
H 0.30773 -1.61413 -5.08655
C -0.45833 -4.52634 2.53675
O 0.12007 -4.96310 1.33387
C -0.54611 -6.05792 0.75224
C 0.39939 -6.62253 -0.33017
N -0.20627 -7.73054 -1.08830
C 0.51118 -8.32969 -2.15966
C -0.02410 -9.74003 -2.59814
O 0.00470 -10.66547 -1.52792
C -0.70782 -11.83636 -1.91155
H -1.52088 -4.31767 2.41204
H -0.01340 -3.64228 2.99347
H -0.37477 -5.29026 3.30975
H -1.48636 -5.70463 0.32890
H -0.68767 -6.86388 1.47230
H 1.29783 -6.95694 0.18854
H 0.55237 -5.80518 -1.03490
H -0.27768 -8.44573 -0.37872
H 1.51019 -8.30848 -1.72418
H 0.67758 -7.70989 -3.04070
H 0.65797 -10.01305 -3.40334
H -1.03245 -9.64481 -3.00100
H -1.74880 -11.64852 -2.17458
H -0.77280 -12.52771 -1.07135
H -0.18655 -12.30946 -2.74375
C -2.29505 -0.14258 1.23517
O -1.02794 0.02260 0.65930
C -0.82275 -0.64891 -0.61536
C 0.65046 -0.51607 -1.16730
N 1.68920 -0.79895 -0.12387
C 1.68061 -2.18735 0.31493
C 2.90938 -2.43059 1.26032
O 4.10159 -2.53146 0.54838
C 5.22271 -2.94196 1.28890
H -2.70671 -1.14209 1.09518
H -3.00963 0.56721 0.81846
H -2.25660 0.11131 2.29449
H -1.53738 -0.27950 -1.35084
H -0.98303 -1.71937 -0.48686
H 0.72320 0.49827 -1.55962
H 0.83875 -1.13966 -2.04124
H 2.61809 -0.51946 -0.40518
H 1.82411 -2.82097 -0.56031
H 0.74682 -2.46312 0.80494
H 2.73948 -3.35726 1.80852
H 2.93152 -1.61135 1.97898
H 5.42020 -2.24318 2.10179
H 6.08142 -2.88302 0.62014
H 5.16850 -3.94295 1.71691
C -3.98352 5.98458 -8.84365
O -4.32691 4.80925 -8.13112
C -3.46398 4.65704 -6.96770
C -3.78363 3.25363 -6.29081
N -5.10260 3.18869 -5.71041
C -5.11496 3.95409 -4.45095
C -4.39565 3.37437 -3.18310
O -2.92027 3.18251 -3.20401
C -2.33558 2.86460 -1.91867
H -4.82355 6.20307 -9.50297
H -3.09820 5.87128 -9.46934
H -3.97346 6.83890 -8.16680
H -3.72478 5.37620 -6.19125
H -2.41847 4.59048 -7.26864
H -2.98995 2.94952 -5.60842
H -3.67716 2.52056 -7.09041
H -5.76125 3.56484 -6.37733
H -6.16250 4.00574 -4.15414
H -4.95242 5.02309 -4.58844
H -4.93704 2.50484 -2.81038
H -4.62467 4.05767 -2.36532
H -2.75794 3.53811 -1.17295
H -1.24634 2.90544 -1.91772
H -2.61619 1.85251 -1.62708
C -4.79481 -0.75389 4.38404
C -4.96996 0.75705 4.71507
C -4.48598 1.66379 3.59057
O -6.36413 0.99981 4.89473
H -3.77869 -1.01846 4.09148
H -5.48503 -1.00016 3.57717
H -5.12574 -1.32221 5.25329
H -4.44959 0.98321 5.64575
H -3.39864 1.72589 3.63493
H -4.96114 2.64251 3.52404
H -4.66973 1.13590 2.65481
H -6.76616 0.60914 4.11540
C 5.24725 2.53696 0.17395
C 4.96385 1.55858 -0.94910
C 5.92180 0.34474 -1.01829
O 3.60764 1.10358 -0.86849
H 6.18217 3.09684 0.15042
H 5.18697 1.99410 1.11722
H 4.45621 3.27584 0.30204
H 4.95476 1.99683 -1.94706
H 5.66050 -0.21645 -1.91543
H 5.72863 -0.27172 -0.14035
H 6.97094 0.63113 -1.09176
H 3.14320 1.67161 -0.24943
```



Formula: C20H20N4O5S
Source: OMol25
Level of theory: ωB97M-V with the def2-TZVPD basis set

The calculation puts the total energy at -1767.51987 Ha. Its SMILES is COCc1nnc(NC(=O)c2ccc(S(=O)(=O)N3CCCc4ccccc43)cc2)o1. As for the relative energy (zero: lowest compared OMol25 entry of this formula, charge and spin): 64.9 kcal/mol.

Geometry as XYZ:
```
50
C20H20N4O5S ωB97M-V with the def2-TZVPD basis set
C 2.51098 2.82322 -0.04990
O 3.04201 2.37497 1.17817
C 4.43796 2.26344 1.18322
C 4.92820 1.09678 0.39119
N 5.95391 1.02726 -0.38499
N 6.02005 -0.23536 -0.86157
C 5.01253 -0.87066 -0.35128
N 4.70872 -2.18577 -0.54523
C 3.51910 -2.81887 -0.23367
O 3.43930 -4.01964 -0.23772
C 2.37916 -1.89036 0.03077
C 1.77457 -1.84089 1.28107
C 0.71537 -0.97496 1.49635
C 0.25295 -0.19646 0.45355
S -1.11713 0.93583 0.70246
O -1.63531 0.76432 2.02450
O -0.66488 2.23955 0.30277
N -2.22898 0.42482 -0.45398
C -2.65990 1.39030 -1.44405
C -4.02979 1.95371 -1.08167
C -5.04214 0.81451 -1.10434
C -4.53299 -0.37974 -0.34284
C -5.41797 -1.36649 0.07041
C -4.98502 -2.47409 0.77445
C -3.63910 -2.60995 1.06982
C -2.74005 -1.64657 0.65584
C -3.17519 -0.52661 -0.04595
C 0.83432 -0.24935 -0.79815
C 1.90802 -1.09459 -1.01125
O 4.27290 -0.09281 0.46511
H 2.88412 3.82515 -0.29089
H 2.77016 2.14405 -0.87084
H 1.42991 2.84717 0.07708
H 4.93093 3.16545 0.79422
H 4.72333 2.12261 2.23170
H 5.46753 -2.75964 -0.89402
H 2.14438 -2.46646 2.07882
H 0.23455 -0.89329 2.45874
H -1.90556 2.17626 -1.46864
H -2.69860 0.89026 -2.41880
H -4.31338 2.73776 -1.78442
H -3.97146 2.38633 -0.08101
H -5.99333 1.13953 -0.67816
H -5.23438 0.51713 -2.14105
H -6.46775 -1.25093 -0.15950
H -5.69224 -3.22486 1.09222
H -3.28574 -3.47001 1.61790
H -1.69004 -1.75384 0.87280
H 0.44769 0.37707 -1.58625
H 2.37834 -1.14529 -1.98297
```